Entry 1:
{"formula": "C21H19CdN4O3S4", "method": "wB97M-V/def2-TZVPD", "elements": ["Cd", "O", "C", "C", "C", "C", "C", "C", "C", "O", "N", "N", "C", "C", "C", "C", "C", "C", "N", "H", "H", "H", "H", "H", "H", "H", "H", "H", "H", "O", "C", "S", "C", "C", "S", "S", "S", "C", "C", "C", "C", "C", "N", "H", "H", "H", "H", "H", "H", "H", "H", "H"], "xyz": [[-0.078228, -1.091846, -0.052691], [-2.506324, 2.546486, 1.159460], [-3.521692, 2.584477, 0.209943], [-4.579276, 3.455663, 0.491508], [-5.599088, 3.639120, -0.382389], [-5.537186, 2.981114, -1.643626], [-4.547298, 2.041671, -1.885053], [-3.585050, 1.725479, -0.918024], [-2.601652, 0.582066, -0.928497], [-1.577796, 0.654946, -0.237161], [-2.972188, -0.534589, -1.556632], [-2.092186, -1.505145, -1.250741], [-2.495095, -2.702251, -1.471911], [-1.586471, -3.796389, -0.969132], [-1.780748, -5.118618, -1.326800], [-0.925818, -6.099085, -0.791802], [0.049039, -5.762306, 0.107255], [0.197940, -4.381036, 0.302770], [-0.592589, -3.465730, -0.198031], [-1.921197, 1.832311, 0.915316], [-4.437477, 4.116874, 1.323023], [-6.297874, 4.443543, -0.221975], [-6.272512, 3.161092, -2.483327], [-4.492175, 1.620646, -2.905295], [-3.470331, -2.950437, -1.868209], [-2.537290, -5.421002, -2.110449], [-1.141465, -7.185187, -0.946129], [0.780080, -6.405196, 0.509852], [1.040240, -3.974518, 0.837503], [5.923747, -3.145698, 2.105448], [4.931609, -2.632652, 1.624148], [4.497632, -2.552031, -0.093426], [2.838246, -1.862176, 0.146385], [2.476211, -1.653826, 1.456131], [1.026026, -0.883632, 2.107607], [3.610562, -2.109147, 2.695810], [1.980990, -1.389521, -1.364806], [2.734760, 2.974545, -0.783639], [3.286277, 2.937659, 0.652093], [4.271101, 1.756747, 0.827206], [2.116461, 2.846238, 1.656756], [3.994351, 4.220891, 1.020172], [4.584290, 5.091891, 1.478686], [2.140989, 2.025507, -1.063144], [3.519480, 2.871069, -1.529979], [2.162676, 3.842288, -1.019611], [3.685269, 0.822705, 0.711528], [4.753701, 1.738534, 1.784001], [5.095567, 1.750271, 0.091027], [1.527899, 1.931628, 1.444261], [1.460439, 3.708816, 1.637603], [2.463427, 2.717739, 2.706985]], "atomic_forces_ev_per_a": [[-0.6, 0.2, -0.4], [-2.1, 1.1, -0.6], [0.5, -0.9, 1.0], [1.2, 0.2, 0.1], [0.0, 0.0, -2.2], [-0.9, 0.1, -0.3], [-0.1, -0.2, -0.6], [0.9, 0.6, 0.8], [-1.7, -0.3, -1.3], [1.7, 0.9, 1.3], [-0.5, 0.8, -0.2], [-0.8, -1.2, -0.5], [1.6, -0.5, 1.0], [-2.0, -0.1, -1.8], [-0.4, -1.4, -1.0], [-1.6, -1.4, 0.0], [0.0, 2.3, -0.7], [0.9, -0.6, 0.3], [0.7, 0.9, 0.9], [0.8, -0.8, -0.6], [-0.2, 0.0, 0.6], [-0.4, -0.1, 0.1], [0.8, 0.0, 1.3], [0.0, -0.2, 0.9], [-0.1, 0.1, -0.2], [0.8, 0.5, 1.2], [0.3, 1.1, -0.3], [0.4, -0.9, 0.5], [0.2, -0.1, 0.4], [-0.2, 0.6, -0.8], [0.0, -0.9, 0.8], [-0.8, 0.5, 0.5], [0.2, 0.3, 0.4], [0.0, 0.1, -1.2], [0.1, -0.2, 0.1], [0.4, 0.0, -0.3], [0.8, -0.3, 0.7], [0.0, -2.3, -0.8], [0.0, 0.6, 0.2], [-0.4, -0.4, -0.8], [0.0, -1.2, 0.7], [-0.1, -1.2, -0.2], [0.0, 0.4, -0.1], [0.5, 1.4, 1.1], [0.5, 0.5, 0.1], [-0.5, 0.6, 0.0], [0.3, 0.4, 0.0], [0.0, 0.1, 0.7], [-0.6, 0.2, 0.1], [0.2, 0.5, 0.0], [0.0, 0.2, -0.2], [0.0, 0.2, -0.7]], "total_energy_ev": -82096.7980, "total_charge": -1, "homo_ev": -4.469, "lumo_energy_ev": 1.954, "de_lowest_ev": 0.0750, "homo_lumo_gap_ev": 6.4}

***

Entry 2:
{"formula": "CH5BrN2", "method": "wB97M-V/def2-TZVPD", "elements": ["C", "N", "N", "Br", "H", "H", "H", "H", "H"], "xyz": [[0.900296, -0.698781, -0.126646], [0.284080, 0.374797, 0.630398], [-1.116927, 0.783785, -0.353117], [-2.358944, -0.481607, 0.076258], [1.936145, -0.639812, 0.157806], [0.403705, -1.652815, 0.105253], [0.831305, -0.613529, -1.245767], [0.545883, 1.369507, 0.616587], [-1.425541, 1.558451, 0.139229]], "atomic_forces_ev_per_a": [[-0.1, 0.8, -1.1], [-4.5, 1.3, -1.7], [3.8, -2.4, 0.6], [-1.0, -0.9, 0.1], [0.6, -0.7, 0.1], [0.4, 0.4, 0.4], [0.1, 0.3, 0.9], [1.4, -1.0, -0.5], [-0.8, 2.1, 1.3]], "total_energy_ev": -74137.4947, "total_charge": 0, "homo_ev": -9.294, "lumo_energy_ev": 0.616, "de_lowest_ev": 1.4649, "smiles": "CNNBr", "homo_lumo_gap_ev": 9.9}

***

Entry 3:
{"formula": "C32H25BrN10OSc", "method": "wB97M-V/def2-TZVPD", "elements": ["Sc", "Br", "C", "C", "C", "C", "C", "C", "N", "C", "C", "C", "C", "C", "C", "N", "H", "H", "H", "H", "H", "H", "H", "H", "H", "C", "N", "C", "N", "C", "N", "C", "C", "C", "C", "C", "C", "C", "N", "N", "C", "O", "C", "C", "C", "C", "C", "C", "N", "C", "N", "C", "N", "C", "H", "H", "H", "H", "H", "H", "H", "H", "H", "H", "H", "H", "H", "H", "H", "H"], "xyz": [[-1.601088, -1.197334, -1.380126], [-3.955521, 2.521118, 4.726598], [-3.610060, 1.665907, 3.087984], [-4.593793, 1.800269, 2.114732], [-4.403920, 1.171668, 0.895395], [-3.362060, 0.269387, 0.701346], [-2.345173, 0.187885, 1.669726], [-2.482714, 0.812950, 2.904295], [-3.319578, -0.658212, -0.389754], [-4.279142, -0.783168, -1.291610], [-4.131398, -1.809292, -2.280388], [-5.238340, -2.589132, -2.695188], [-5.075635, -3.600457, -3.596390], [-3.830153, -3.911579, -4.120830], [-2.743130, -3.169945, -3.659552], [-2.897792, -2.158597, -2.744692], [-5.514052, 2.409352, 2.319262], [-5.231950, 1.032927, 0.236691], [-1.691669, -0.656702, 1.638607], [-1.762146, 0.642297, 3.724523], [-5.094537, 0.045600, -1.384066], [-6.250732, -2.390335, -2.324186], [-5.985865, -4.179623, -3.907834], [-3.631867, -4.658979, -4.882692], [-1.734118, -3.270183, -3.978259], [2.388699, -3.745643, 1.830960], [1.466278, -3.351745, 0.779358], [0.735869, -2.208607, 0.661835], [-0.009976, -2.326424, -0.456180], [0.151380, -3.655911, -0.850448], [0.988269, -4.286961, -0.080558], [3.068337, -2.600259, 2.636690], [3.515518, -2.993305, 3.919732], [4.308741, -2.054300, 4.672525], [4.430879, -0.772444, 4.253568], [3.858432, -0.375250, 3.039217], [3.318283, -1.303055, 2.174639], [4.017631, 0.976557, 2.589840], [4.401083, 2.027167, 3.240956], [4.172064, 3.140399, 2.433571], [3.562802, 2.744271, 1.341832], [3.444283, 1.348306, 1.303905], [3.057545, 3.527904, 0.246712], [2.969603, 4.908030, 0.485609], [2.233837, 5.673160, -0.448149], [1.679322, 5.124826, -1.576196], [1.905878, 3.697698, -1.839918], [1.361963, 3.182980, -3.194780], [0.434666, 2.043659, -3.036099], [0.212877, 1.141790, -2.106538], [-0.816613, 0.383306, -2.521466], [-1.198783, 0.950467, -3.733509], [-0.432365, 1.915866, -4.089520], [2.518425, 2.888137, -0.900194], [3.115539, -4.362258, 1.325753], [1.843862, -4.335615, 2.583505], [1.039907, -1.244553, 1.101239], [-0.395799, -4.114163, -1.686158], [3.351643, -4.013876, 4.265534], [4.824195, -2.360910, 5.568192], [5.027430, -0.000151, 4.795978], [3.002965, -0.995181, 1.168608], [3.557105, 5.340653, 1.312504], [2.150740, 6.741779, -0.278507], [1.312032, 5.813919, -2.349011], [2.210686, 2.806169, -3.802945], [0.710945, 3.899673, -3.711412], [0.852318, 0.866334, -1.271728], [-2.135765, 0.631583, -4.256806], [2.553703, 1.800150, -0.925733]], "atomic_forces_ev_per_a": [[1.6, -0.2, -0.2], [0.4, -0.3, -0.2], [0.5, -0.4, 0.8], [-0.4, 0.8, -0.6], [-0.7, -1.3, 0.5], [0.7, 0.5, 0.1], [-1.1, -0.7, 0.7], [-0.4, 1.0, -0.1], [-2.1, 0.8, 0.0], [0.4, 3.0, 1.5], [-1.3, -2.8, -1.9], [-0.1, 1.8, 1.0], [-1.1, -1.7, -1.1], [1.2, 0.6, 0.0], [-1.3, 1.0, 0.9], [-0.2, -0.4, 0.0], [1.1, -0.7, -0.3], [-0.6, 0.8, -0.4], [0.9, -0.4, -0.3], [-0.5, 0.2, -0.6], [1.1, -2.1, 0.3], [0.5, 0.1, 0.0], [1.1, 0.6, 0.3], [-0.3, 0.0, 0.2], [0.6, -0.5, -0.5], [0.7, 0.7, 1.3], [-2.6, 1.3, 0.3], [2.3, -0.4, -1.3], [-1.0, -0.4, 0.1], [-0.1, 0.4, 0.4], [0.6, 0.2, -0.4], [-0.1, -1.0, 0.5], [0.9, 1.5, -0.4], [-1.1, -2.1, -0.4], [0.6, 1.9, -0.1], [0.9, -0.5, -0.4], [-1.1, -0.7, -0.2], [-1.1, 2.7, -1.6], [-0.1, -0.5, -1.2], [-0.9, -0.4, -0.8], [1.8, -2.2, 1.9], [0.7, 0.7, 1.9], [-0.7, 0.4, 0.1], [0.0, -0.3, -1.3], [0.8, 0.3, 1.1], [1.3, -2.1, -0.8], [-1.6, 1.8, -0.8], [1.0, -0.2, 1.3], [0.2, 0.3, -0.7], [0.4, -0.4, -0.8], [-0.7, -0.1, 0.1], [-1.5, -1.2, 0.0], [0.0, 0.2, 0.8], [0.0, 1.1, 0.8], [0.3, -0.3, 0.0], [0.1, -0.1, -0.6], [-0.6, -0.8, 0.2], [0.4, 0.1, 0.5], [0.1, 0.3, 0.0], [-0.2, -0.2, 0.2], [-0.7, -0.9, -0.3], [0.4, -0.1, 0.5], [-0.8, -0.2, -0.4], [0.0, -0.1, -0.1], [-0.2, -0.6, 0.3], [-0.6, 0.4, 0.0], [0.8, 0.1, 0.1], [-0.3, 0.7, -0.1], [1.3, 0.3, 0.3], [0.4, 0.3, -0.4]], "total_energy_ev": -141254.9986, "total_charge": 3, "homo_ev": [-14.785, -14.785], "lumo_energy_ev": [-10.855, -10.852], "de_lowest_ev": 1.3309, "homo_lumo_gap_ev": [3.9, 3.9]}